# C30H39N4O

A gas-phase ion, C30H39N4O (charge +1) in a non-equilibrium geometry (ωB97M-V/def2-TZVPD, the Open Molecules 2025 dataset).

Computed properties:
Energy above the lowest of the compared OMol25 structures with the same formula, charge and spin in eV: 1.4850
HOMO-LUMO gap in eV: 7.208
Spin multiplicity: 1
E_LUMO in eV: -2.201
Charge: +1
Calculated total energy in eV: -39744.2975

```
74
Properties=species:S:1:pos:R:3:forces:R:3:mulliken_charge:R:1
C -0.66339 -2.70741 -4.33270 -0.272 0.132 -0.332 -0.952
N -0.31868 -2.31053 -2.98567 0.623 -0.308 0.132 0.304
C 0.82187 -2.72685 -2.37249 1.038 -0.966 -0.649 0.351
O 1.67067 -3.48519 -2.86369 -1.670 1.493 1.206 -0.697
C 0.77670 -2.11286 -0.95384 0.599 -1.179 0.050 0.394
C 2.13357 -1.59060 -0.44185 -0.455 0.177 0.033 -0.078
C 3.22293 -2.60633 -0.39992 0.364 -0.693 0.416 0.341
C 3.34201 -3.73789 0.39082 0.073 0.704 -0.870 -0.668
N 4.45737 -4.45132 -0.01644 0.265 0.174 -0.024 -0.025
C 5.09932 -3.77093 -1.04842 -0.801 0.388 -0.078 -0.566
C 6.17407 -4.12912 -1.85615 0.388 0.324 -0.356 -0.779
C 6.51046 -3.27667 -2.92198 -0.245 -0.424 0.714 -0.531
C 5.76271 -2.11724 -3.17887 -0.476 0.407 0.208 -0.801
C 4.67080 -1.76484 -2.38244 0.407 -0.255 -0.080 -0.302
C 4.34726 -2.58856 -1.30392 -0.172 -0.945 0.226 0.859
N -0.25967 -1.10929 -1.05221 -0.460 1.017 0.674 0.404
C -0.56534 -0.30245 0.02957 -0.163 -0.720 -0.391 -0.594
C -1.52294 0.66460 0.12042 0.286 0.135 -0.300 -1.072
C -1.92641 1.37223 1.40148 -2.204 -0.256 0.984 1.390
C -3.25516 2.16077 1.22800 -0.127 -1.508 -0.441 -0.263
C -4.01866 2.35617 2.38157 0.438 0.141 0.147 -0.153
C -5.01438 3.32532 2.34398 -1.128 -0.683 -0.174 -0.889
C -5.57805 3.68441 1.10742 1.537 0.428 0.031 -0.608
C -4.87620 3.41431 -0.08088 -0.190 -0.812 0.225 -0.730
C -3.69047 2.67035 -0.01868 -0.030 0.209 0.365 -0.375
N -0.99064 2.52486 2.00017 1.191 -0.009 -0.240 -0.349
C -0.93372 3.57704 0.97066 0.335 0.489 -0.131 -1.007
C 0.40461 1.97291 2.12443 0.604 0.522 0.445 -1.337
C 0.61649 1.09889 3.37233 0.158 -0.180 -0.371 -0.429
C 0.16298 1.71823 4.70367 -0.168 -0.246 -0.157 -1.094
C -1.21019 2.35200 4.52598 -0.154 0.314 -0.084 -0.491
C -1.19105 3.30900 3.33638 -0.271 -0.383 0.284 -0.638
C -1.02521 -1.23885 -2.30712 -0.553 0.315 -0.577 0.091
C -0.94153 0.01945 -3.17944 0.251 0.243 -0.020 -1.448
C -2.50278 -1.63417 -2.10893 0.126 -0.177 0.186 -1.508
H 0.02115 -3.49047 -4.68139 -0.161 0.289 0.304 0.357
H -1.69532 -3.07997 -4.35527 0.234 -0.029 -0.049 0.289
H -0.60220 -1.84480 -5.01098 0.084 -0.309 0.043 0.316
H 0.41028 -2.93000 -0.30097 0.399 0.125 -0.085 0.038
H 2.44010 -0.75998 -1.09569 -0.101 -0.115 0.266 0.248
H 1.95527 -1.18969 0.56185 0.141 0.145 -0.062 0.253
H 2.68751 -4.09424 1.18610 0.324 0.027 -0.302 0.415
H 4.75940 -5.34069 0.36131 -0.146 0.391 -0.097 0.193
H 6.72873 -5.04124 -1.64661 -0.003 0.164 -0.189 0.376
H 7.35942 -3.51167 -3.56216 -0.224 -0.026 0.179 0.377
H 6.02784 -1.48097 -4.02071 -0.003 -0.166 0.140 0.377
H 4.04125 -0.89427 -2.57897 0.374 -0.170 -0.180 0.343
H 0.04591 -0.55118 0.92031 -0.401 0.171 -0.665 0.811
H -2.16973 0.83076 -0.76411 0.660 0.076 0.958 -0.078
H -2.07507 0.61737 2.23937 0.399 1.108 -0.845 0.689
H -3.85831 1.73831 3.30612 0.209 1.071 -0.891 0.424
H -5.42528 3.68116 3.28942 -0.358 -0.294 -0.347 0.423
H -6.48961 4.24146 1.07829 -0.312 0.389 0.008 0.433
H -5.27495 3.69642 -1.06527 0.163 0.001 0.608 0.410
H -3.12319 2.50333 -0.95263 -0.337 0.140 0.758 0.414
H -1.90967 4.05789 0.86601 0.387 -0.101 -0.006 0.348
H -0.19706 4.29243 1.33631 -0.050 0.122 -0.446 0.636
H -0.60780 3.10143 0.04736 -0.054 0.265 -0.141 0.370
H 0.64989 1.45323 1.18926 -0.078 0.202 0.380 0.849
H 1.02193 2.88425 2.17982 0.127 -0.519 -0.007 0.612
H 0.09658 0.14245 3.20044 0.172 0.174 0.216 0.258
H 1.69465 0.88754 3.42600 -0.317 -0.115 -0.140 0.520
H 0.08621 0.92886 5.45449 0.189 0.043 -0.030 0.407
H 0.89670 2.44869 5.08386 -0.286 -0.134 -0.267 0.362
H -1.98373 1.59373 4.32782 0.300 0.110 0.254 0.201
H -1.51690 2.89481 5.43515 0.077 -0.117 -0.386 0.389
H -0.26701 3.95285 3.38125 -1.079 -0.497 -0.071 0.542
H -2.09898 3.94541 3.32466 0.571 -0.504 -0.494 0.514
H 0.10112 0.19588 -3.48989 -0.331 0.002 0.192 0.379
H -1.54990 -0.10825 -4.08947 0.176 0.170 0.447 0.527
H -1.29816 0.88609 -2.61540 0.024 -0.033 -0.283 0.155
H -2.55112 -2.69521 -1.82086 -0.088 0.349 -0.038 0.395
H -2.96971 -1.03289 -1.31908 0.016 -0.167 -0.300 0.234
H -3.04957 -1.48828 -3.05698 0.161 -0.106 0.515 0.447
```
Positions in Å, forces in eV/Å.